1.
# C6H14NO

A structure of composition C6H14NO at a distorted geometry (wB97M-V/def2-TZVPD, the OMol25 dataset).

Results
Spin multiplicity: 2
Charge: -2
Maximum force: 4.23 eV/A
Highest occupied orbital energy (alpha / beta): 2.13 / 1.19 eV
Energy relative to the best compared isomer or geometry (same formula, charge and spin): 3.196 eV
Lowest unoccupied orbital energy (alpha / beta): 0.2494 / 0.2483 Eh
DFT total energy: -366.728279 a.u.

CARTESIAN COORDINATES (ANGSTROEM)
C (0.77154, -0.67137, -1.12366)
C (0.71272, -2.11622, -0.57375)
C (-0.44893, 0.14137, -0.55035)
N (-1.72316, -0.26144, -1.26059)
C (-2.99841, 0.61386, 0.80528)
C (-2.34097, 0.75559, -0.58353)
C (2.74755, 1.10713, 0.97948)
O (3.52533, 0.79791, -0.05260)
H (0.79835, -0.81962, -2.20789)
H (1.73881, -0.21330, -0.85283)
H (0.79785, -2.07561, 0.51782)
H (-0.17158, -2.73073, -0.74225)
H (1.60799, -2.70018, -0.88231)
H (-0.47695, -0.20824, 0.48040)
H (0.01323, 1.16369, -0.56009)
H (3.19248, 1.97366, 1.62188)
H (-3.39231, -0.41537, 0.87434)
H (-2.26082, 0.67708, 1.63195)
H (-3.82152, 1.28575, 1.09445)
H (-2.51307, 1.76255, -1.00682)
H (2.44973, 0.28569, 1.67848)
H (1.79212, 1.64780, 0.71259)

2.
# C6H14NO

The molecule C6H14NO at a distorted geometry (wB97M-V/def2-TZVPD, the OMol25 dataset).

Results
Spin multiplicity: 2
Maximum force: 2.58 eV/A
Highest occupied orbital energy (alpha / beta): -3.88 / -7.00 eV
Energy relative to the best compared isomer or geometry (same formula, charge and spin): 2.685 eV
Lowest unoccupied orbital energy (alpha / beta): 0.0167 / 0.0158 Eh
DFT total energy: -366.831223 a.u.

CARTESIAN COORDINATES (ANGSTROEM)
C (-0.74407, 0.60658, -1.80693)
C (0.73191, 0.30071, -1.72343)
C (1.00343, -1.06311, -1.14032)
C (0.23230, 0.26595, 2.48305)
O (-1.18948, 0.46593, 2.19653)
C (1.08751, -0.15068, 1.33248)
C (0.61882, -1.00967, 0.32473)
N (-1.35429, 0.43431, -0.42932)
H (-1.23953, 0.02465, -2.57690)
H (-0.87170, 1.65630, -2.08282)
H (1.07725, 0.41875, -2.74853)
H (1.31350, 1.02381, -1.18533)
H (2.08507, -1.24974, -1.25332)
H (0.49667, -1.86150, -1.69064)
H (0.59129, 1.20060, 2.90196)
H (0.28422, -0.44407, 3.30000)
H (-1.69208, -0.24104, 2.62854)
H (1.94366, 0.49540, 1.20687)
H (0.02174, -1.89115, 0.59069)
H (-1.99631, -0.35486, -0.42189)
H (-1.83118, 1.23867, -0.14796)
H (-0.56873, 0.13415, 0.24252)

3.
# C6H14NO

A cluster of 2 separate species, C6H14NO in total at a distorted geometry (wB97M-V/def2-TZVPD, the OMol25 dataset).

Results
Spin multiplicity: 1
Charge: +1
Maximum force: 1.63 eV/A
Highest occupied orbital energy: -13.03 eV
Energy relative to the best compared isomer or geometry (same formula, charge and spin): 3.809 eV
Lowest unoccupied orbital energy: -0.2584 Eh
DFT total energy: -366.627257 a.u.

CARTESIAN COORDINATES (ANGSTROEM)
C (-1.80838, -1.01875, 1.06928)
O (-3.18994, -1.08512, 0.79695)
C (-1.09172, -1.67326, -0.11514)
C (0.24482, 1.36599, -1.55404)
C (0.73553, 1.25929, -0.28952)
C (1.90753, 0.58870, 0.00006)
C (2.81826, 1.09403, 1.02458)
N (-1.53134, -1.04764, -1.37271)
H (-1.58327, -1.55402, 1.99048)
H (-1.46384, 0.02478, 1.12207)
H (-3.68627, -0.66694, 1.50488)
H (-0.00695, -1.55772, 0.00927)
H (0.66024, 0.90819, -2.44757)
H (-0.27561, 2.29816, -1.76256)
H (0.32430, 1.89122, 0.48628)
H (2.29068, -0.19032, -0.65306)
H (2.36019, 1.38981, 1.97116)
H (3.59054, 0.38092, 1.25505)
H (3.35854, 1.96560, 0.64039)
H (-1.14017, -0.10212, -1.39912)
H (-1.09313, -1.55771, -2.13632)
H (-1.42001, -2.71307, -0.14042)

4.
# C6H14NO

A cluster of 3 separate species, C6H14NO in total at a distorted geometry (wB97M-V/def2-TZVPD, the OMol25 dataset).

Results
Spin multiplicity: 2
Charge: +2
Maximum force: 4.97 eV/A
Highest occupied orbital energy (alpha / beta): -17.90 / -18.06 eV
Energy relative to the best compared isomer or geometry (same formula, charge and spin): 8.643 eV
Lowest unoccupied orbital energy (alpha / beta): -0.4647 / -0.4697 Eh
DFT total energy: -365.953666 a.u.

CARTESIAN COORDINATES (ANGSTROEM)
C (0.46938, -1.15687, -0.46831)
C (1.52504, -0.78881, -1.52713)
C (0.73590, 0.36460, -0.82202)
C (-0.27388, 1.13760, -1.72525)
C (0.59559, 1.84563, 1.18199)
C (1.25686, 0.93741, 0.42678)
N (-1.53822, -2.11723, 1.91112)
H (-0.58907, -1.41793, -0.89395)
H (0.51464, -1.38519, 0.59216)
H (1.05685, -1.02674, -2.50404)
H (2.56622, -1.09570, -1.09796)
H (-0.55277, 0.58385, -2.82777)
H (0.24678, 2.09984, -2.02664)
H (-0.46635, 1.97122, 1.07740)
H (1.04234, 2.42482, 1.99477)
H (2.34212, 0.73322, 0.63582)
H (-2.06866, -2.83322, 1.53223)
H (-1.64784, -1.08241, 1.49717)
H (-1.38481, -2.14685, 2.98424)
H (-1.26490, 1.02618, -1.20848)
H (-2.54256, 0.51391, 0.41251)
O (-1.54223, 0.30229, 0.50730)

5.
# C6H14NO2P

The molecule C6H14NO2P at a distorted geometry (wB97M-V/def2-TZVPD, the OMol25 dataset).

Results
Spin multiplicity: 1
Maximum force: 4.05 eV/A
Highest occupied orbital energy: -7.92 eV
Energy relative to the best compared isomer or geometry (same formula, charge and spin): 2.657 eV
Lowest unoccupied orbital energy: -0.0080 Eh
DFT total energy: -783.515195 a.u.

CARTESIAN COORDINATES (ANGSTROEM)
C (-1.09737, 0.40235, 1.49701)
C (0.32903, 0.32229, 0.93238)
C (-2.13972, -0.32596, 0.68187)
C (-2.20088, -1.88311, 0.83262)
C (1.65567, 0.36187, -2.33991)
C (3.30978, 1.06572, -0.82466)
N (1.94761, 0.88095, -1.22104)
O (1.54118, 2.76678, 0.61428)
O (-2.06956, -0.01558, -0.73012)
P (0.65537, 1.95802, -0.21597)
H (-1.03398, 0.16927, 2.53592)
H (-1.52764, 1.43710, 1.48073)
H (1.12279, 0.39008, 1.75909)
H (0.34194, -0.63614, 0.42538)
H (-3.15165, -0.12144, 1.09457)
H (-2.18568, -2.15849, 1.79229)
H (-1.37147, -2.30195, 0.43129)
H (-3.02719, -2.30307, 0.31845)
H (-1.78549, 0.88936, -0.74084)
H (2.42480, 0.25514, -3.01594)
H (0.67246, 0.18856, -2.50061)
H (3.99243, 0.32979, -1.45609)
H (3.40669, 2.16664, -1.01230)
H (3.53085, 0.80957, 0.27001)

6.
# C6H14NO2P

A cluster of 2 separate species, C6H14NO2P in total at a distorted geometry (wB97M-V/def2-TZVPD, the OMol25 dataset).

Results
Spin multiplicity: 1
Maximum force: 4.23 eV/A
Highest occupied orbital energy: -9.69 eV
Energy relative to the best compared isomer or geometry (same formula, charge and spin): 3.213 eV
SMILES: CCP(C)(=O)CC.C#[N+][O-]
Lowest unoccupied orbital energy: 0.0269 Eh
DFT total energy: -783.494748 a.u.

CARTESIAN COORDINATES (ANGSTROEM)
C (2.23081, -2.21667, -0.47332)
C (1.00802, -1.91561, 0.39062)
P (0.18501, -0.24905, 0.02680)
C (-0.70503, 0.31234, 1.61732)
O (-0.66953, -0.26180, -1.17743)
C (1.48639, 0.94764, -0.27167)
C (0.78215, 2.28712, -0.59946)
H (3.23710, -1.77744, -0.04970)
H (2.38809, -3.31902, -0.59999)
H (2.08674, -1.70900, -1.44172)
H (1.27869, -2.05985, 1.39305)
H (0.34701, -2.67233, 0.15320)
H (-1.76754, 0.35487, 1.37890)
H (-0.43784, -0.42038, 2.47132)
H (-0.49713, 1.28637, 1.95100)
H (2.14996, 0.89861, 0.64005)
H (1.99589, 0.55470, -1.17046)
H (1.53599, 3.10342, -0.36162)
H (0.63979, 2.22983, -1.78057)
H (-0.15866, 2.33791, -0.13123)
C (-3.74782, 0.73782, -0.80094)
N (-4.68282, 0.44793, -0.13707)
O (-5.52501, 0.32912, 0.71023)
H (-3.16025, 0.77347, -1.73728)

7.
# C6H14NO4

A cluster of 2 separate species, C6H14NO4 in total at a distorted geometry (wB97M-V/def2-TZVPD, the OMol25 dataset).

Results
Spin multiplicity: 2
Maximum force: 2.20 eV/A
Highest occupied orbital energy (alpha / beta): -8.45 / -9.71 eV
Energy relative to the best compared isomer or geometry (same formula, charge and spin): 0.393 eV
Lowest unoccupied orbital energy (alpha / beta): -0.0086 / -0.0088 Eh
DFT total energy: -592.494535 a.u.

CARTESIAN COORDINATES (ANGSTROEM)
N (4.86684, 1.70182, 0.94526)
O (6.03289, 1.58832, 0.65509)
O (4.41265, 3.11953, 0.98125)
O (3.99422, 0.88576, 1.19849)
H (3.58540, 3.01070, 1.46773)
C (0.24562, -0.61509, 0.61739)
C (-0.41491, -0.25269, -0.66050)
C (-0.59408, 1.25401, -0.57302)
C (0.50630, -0.63230, -1.79481)
O (-1.66077, -0.92705, -0.82541)
C (-2.48940, -0.85271, 0.30532)
C (-3.55162, -1.93061, 0.36041)
H (1.23036, -1.07279, 0.58578)
H (-0.24843, -0.42824, 1.57805)
H (-1.26960, 1.64067, -1.34275)
H (-0.98527, 1.55488, 0.40568)
H (0.38534, 1.74367, -0.66441)
H (0.02398, -0.59999, -2.76895)
H (1.40394, 0.00203, -1.77221)
H (0.85176, -1.64364, -1.59583)
H (-1.90835, -1.09369, 1.19631)
H (-2.92712, 0.15257, 0.39856)
H (-4.15962, -1.68705, 1.24344)
H (-4.21407, -1.99903, -0.50363)
H (-3.11606, -2.91908, 0.56272)

8.
# C6H14NOP

A cluster of 2 separate species, C6H14NOP in total at a distorted geometry (wB97M-V/def2-TZVPD, the OMol25 dataset).

Results
Spin multiplicity: 1
Maximum force: 5.07 eV/A
Highest occupied orbital energy (alpha / beta): -6.23 / -8.26 eV
Energy relative to the best compared isomer or geometry (same formula, charge and spin): 5.709 eV
Lowest unoccupied orbital energy (alpha / beta): -0.0069 / 0.0307 Eh
DFT total energy: -708.130278 a.u.

CARTESIAN COORDINATES (ANGSTROEM)
C (-2.77261, -1.08289, -0.09686)
C (-3.11329, 0.31799, 0.47555)
C (1.45872, 0.78320, 1.05818)
C (1.55480, -1.43709, -0.31789)
C (2.26089, 0.75153, -1.51732)
C (1.76410, 0.05010, -0.25865)
N (-1.00828, 0.19786, -1.12298)
O (-1.52495, -1.06082, -0.79482)
P (-1.65226, 1.38843, -0.15413)
H (-2.47188, -1.79736, 0.66304)
H (-3.38098, -1.44459, -0.86862)
H (-4.04512, 0.63960, 0.27249)
H (-3.01880, 0.25682, 1.59707)
H (1.33964, 1.81863, 0.92228)
H (0.65375, 0.19207, 1.50648)
H (2.30069, 0.57251, 1.79291)
H (0.44352, -1.70781, -0.56865)
H (1.84255, -1.80385, 0.63146)
H (2.19259, -1.78044, -1.22539)
H (2.52396, 1.75797, -1.46140)
H (3.08762, 0.15258, -2.15576)
H (1.27166, 0.58282, -2.06995)
H (-2.45725, 2.05721, -1.17220)